Arrangement w

Below is a structure of composition C4H4N2O, with properties calculated with the ωB97M-V functional and the def2-TZVPD basis.

XYZ file:
```
11
Properties=species:S:1:pos:R:3:mulliken_charge:R:1
C 1.15 -2.50 -0.82 0.345
C 1.90 -0.03 -0.08 -0.122
C 0.91 -1.22 -0.46 -0.276
C -0.06 -0.34 0.27 0.246
N 1.42 -3.55 -1.15 -0.450
N -1.36 -0.10 -0.24 -0.515
O 0.88 0.71 0.50 -0.390
H 2.91 0.17 -0.10 0.434
H -0.28 -0.64 1.25 0.257
H -1.60 -0.09 -1.28 0.257
H -1.74 0.74 0.12 0.214
```

The calculation puts the HOMO energy (spin up / spin down) at -9.0 / -9.0 eV. The charge is 0. For the gap between HOMO and LUMO (spin up / spin down), the calculation gives 8.7 / 8.7 eV. As for the lowest unoccupied orbital energy (spin up / spin down): -0.0122 / -0.0122 Eh.

Arrangement x

Below is the molecule C4H4N2O, with properties calculated with the ωB97M-V functional and the def2-TZVPD basis.

XYZ file:
```
11
Properties=species:S:1:pos:R:3:mulliken_charge:R:1
N -1.62 0.03 2.10 -0.596
C -0.94 0.00 1.05 0.232
C -1.40 0.26 -2.26 -0.166
N -0.30 0.13 -1.87 -0.085
C 0.96 -0.01 -1.32 0.019
C 1.24 -0.10 -0.02 -0.263
O 0.44 -0.09 1.08 -0.358
H -1.02 -0.02 2.93 0.277
H -1.41 0.06 0.07 0.250
H 1.78 -0.04 -2.03 0.351
H 2.28 -0.21 0.28 0.340
```

The calculation puts the HOMO energy at -9.8 eV. The charge is 0. For the gap between HOMO and LUMO, the calculation gives 10.4 eV. As for the lowest unoccupied orbital energy: 0.0228 Eh.

Short version: arrangement x is the most stable of them.

Arrangement w

Below is the molecule C4H4N2O, with properties calculated with the ωB97M-V functional and the def2-TZVPD basis.

XYZ file:
```
11
Properties=species:S:1:pos:R:3:mulliken_charge:R:1
C 1.74 1.10 -2.12 -0.379
C 0.65 0.71 -1.26 0.764
C 1.29 2.17 -2.64 -0.261
C -0.84 -1.22 1.21 -0.234
N 0.63 -0.30 -0.49 -0.354
N -0.46 -0.82 0.05 -0.372
O -0.35 1.68 -1.29 -0.406
H 2.69 0.64 -2.29 0.397
H -1.03 1.29 -0.69 0.351
H -0.34 -1.00 2.19 0.249
H -1.84 -1.59 1.35 0.245
```

The calculation puts the HOMO energy at -8.9 eV. The charge is 0. For the gap between HOMO and LUMO, the calculation gives 8.7 eV. As for the lowest unoccupied orbital energy: -0.0080 Eh.

Arrangement x

Below is the molecule C4H4N2O, with properties calculated with the ωB97M-V functional and the def2-TZVPD basis.

XYZ file:
```
11
Properties=species:S:1:pos:R:3:mulliken_charge:R:1
O -2.05 0.66 -1.55 -0.585
C -1.08 0.39 -0.86 0.555
C -1.00 -0.82 -0.04 -0.134
C 0.08 -1.09 0.79 -0.120
N 1.16 -0.32 0.84 -0.467
C 1.08 0.80 0.04 -0.330
N 0.06 1.20 -0.78 -0.372
H -1.85 -1.51 -0.09 0.359
H 0.07 -1.97 1.44 0.367
H 1.46 1.66 0.65 0.355
H 2.08 0.99 -0.43 0.373
```

The calculation puts the HOMO energy (spin up / spin down) at -9.8 / -9.4 eV. The charge is 0. For the gap between HOMO and LUMO (spin up / spin down), the calculation gives 7.7 / 7.2 eV. As for the lowest unoccupied orbital energy (spin up / spin down): -0.0777 / -0.0778 Eh.

Arrangement y

Below is the molecule C4H4N2O, with properties calculated with the ωB97M-V functional and the def2-TZVPD basis.

XYZ file:
```
11
Properties=species:S:1:pos:R:3:mulliken_charge:R:1
N 1.58 -0.44 -0.79 -0.502
C 0.71 -0.04 0.16 0.581
C -0.06 -1.02 0.79 -0.465
C -1.32 -0.59 0.46 -0.519
C -1.55 0.84 0.31 0.055
N -0.71 1.81 0.25 -0.312
O 0.58 1.30 0.21 -0.200
H 2.04 0.30 -1.34 0.269
H 0.21 -2.10 0.83 0.363
H 1.08 -1.26 -1.17 0.289
H -2.56 1.20 0.29 0.440
```

The calculation puts the HOMO energy at -7.8 eV. The charge is 0. For the gap between HOMO and LUMO, the calculation gives 7.8 eV. As for the lowest unoccupied orbital energy: 0.0020 Eh.

Arrangement z

Below is a structure of composition C4H4N2O, with properties calculated with the ωB97M-V functional and the def2-TZVPD basis.

XYZ file:
```
11
Properties=species:S:1:pos:R:3:mulliken_charge:R:1
C 2.26 -0.98 -0.05 -0.737
C 1.02 -0.37 -0.12 0.801
C -2.39 0.31 0.06 -0.922
C -1.07 0.51 -0.03 0.189
N 2.85 0.32 0.11 -0.187
N 1.82 1.03 -0.06 -0.185
O -0.29 -0.56 0.04 -0.325
H 2.55 -1.92 0.15 0.415
H -3.26 0.88 0.03 0.306
H -2.81 -0.66 0.13 0.249
H -0.70 1.43 -0.26 0.396
```

The calculation puts the HOMO energy (spin up / spin down) at -8.7 / -8.7 eV. The charge is 0. For the gap between HOMO and LUMO (spin up / spin down), the calculation gives 8.0 / 8.0 eV. As for the lowest unoccupied orbital energy (spin up / spin down): -0.0249 / -0.0248 Eh.

Short version: arrangement x is the most stable of them.

Arrangement w

Below is the molecule C4H4N2O, with properties calculated with the ωB97M-V functional and the def2-TZVPD basis.

XYZ file:
```
11
Properties=species:S:1:pos:R:3:mulliken_charge:R:1
C 1.35 -0.44 -0.08 0.487
C 1.25 0.96 0.09 0.354
C -1.02 -0.51 0.70 -0.277
C -0.83 0.20 -0.75 -0.384
H -0.39 -0.06 1.62 0.210
H -1.83 -1.31 0.97 0.241
H -1.48 -0.21 -1.49 0.264
H -0.47 1.25 -0.68 0.372
N 0.90 2.09 0.08 -0.440
N 0.08 -0.92 -0.40 -0.327
O 2.43 -1.04 -0.06 -0.501
```

The calculation puts the HOMO energy at -10.7 eV. The charge is 0. For the gap between HOMO and LUMO, the calculation gives 10.0 eV. Its structure (SMILES) is N#CC(=O)N1CC1. As for the lowest unoccupied orbital energy: -0.0265 Eh.

Arrangement x

Below is the molecule C4H4N2O, with properties calculated with the ωB97M-V functional and the def2-TZVPD basis.

XYZ file:
```
11
Properties=species:S:1:pos:R:3:mulliken_charge:R:1
C -0.26 1.18 0.82 0.151
C -0.76 1.66 -0.39 -0.094
C 0.21 -1.12 -1.10 -0.233
C 0.26 -2.28 -0.09 -0.438
N -0.01 -0.04 1.18 -0.841
N 0.14 -0.90 0.17 0.606
O -0.35 2.48 -1.26 -0.266
H -0.42 1.87 1.65 0.351
H -0.61 -2.90 0.10 0.223
H 1.21 -2.77 0.13 0.211
H 0.58 2.82 -1.22 0.330
```

The calculation puts the HOMO energy at -8.5 eV. The charge is 0. For the gap between HOMO and LUMO, the calculation gives 8.1 eV. As for the lowest unoccupied orbital energy: -0.0154 Eh.

Arrangement y

Below is a structure of composition C4H4N2O, with properties calculated with the ωB97M-V functional and the def2-TZVPD basis.

XYZ file:
```
11
Properties=species:S:1:pos:R:3:mulliken_charge:R:1
O -0.10 1.61 -2.08 -0.556
C 0.06 0.87 -1.13 0.370
C -0.47 -0.49 -1.02 -0.357
C -0.46 -1.13 0.16 -0.208
N 0.10 -0.54 1.27 -0.126
C 0.81 0.61 1.17 -0.329
N 0.84 1.25 -0.01 -0.252
H -0.92 -0.94 -1.90 0.357
H -0.86 -2.12 0.30 0.374
H 0.07 -1.01 2.16 0.192
H 0.94 1.87 1.07 0.534
```

The calculation puts the HOMO energy at -9.0 eV. The charge is 0. For the gap between HOMO and LUMO, the calculation gives 9.5 eV. As for the lowest unoccupied orbital energy: 0.0186 Eh.

Short version: arrangement y is the most stable of them.